1.
The following is a DFT calculation (ωB97M-V with the def2-TZVPD basis set) of 9 unconnected molecules or ions with the total composition C31H65ClF7N9O11SSi.

Summary:
Energy above the lowest of the compared OMol25 structures with the same formula, charge and spin   851.5 kJ/mol
Orbital gap   8.385 eV
Energy   -119387.230 eV
HOMO energy   -8.91 eV
SMILES   CCN[Si@H](CC(=O)Cl)S(=O)(=O)C(F)(F)C(F)(F)C(F)(F)F.CNC(C)=O.CNC(C)=O.CNC(C)=O.CNC(C)=O.CNC(C)=O.CNC(C)=O.CNC(C)=O.CNC(C)=O

Cartesian coordinates (Å):
Cl1 4.9157 2.1676 -6.6146
S1 0.9975 5.0588 -2.9956
Si1 2.7803 3.7739 -2.8460
F1 -0.1339 1.6147 -3.4223
F2 -0.8316 2.8711 -1.4476
F3 -0.1127 3.8028 -5.1264
F4 -2.6590 0.9573 -2.9490
F5 -2.8749 2.6809 -4.6804
F6 -1.6305 5.1415 -3.6609
F7 -3.3583 3.1608 -2.2788
O1 -11.3365 -0.8001 0.3012
O2 7.0066 6.3975 0.9920
O3 2.4618 6.5147 6.1600
O4 6.3949 -0.2869 -1.7412
O5 0.6161 5.4858 -1.5299
O6 -2.9464 -6.4669 -1.5225
O7 1.2941 6.3774 -3.7567
O8 5.3354 1.7865 -3.8691
O9 -5.1489 -11.9161 1.3377
O10 -6.5673 -3.8830 -0.9495
O11 3.1083 4.1503 1.8437
N1 -4.0688 -12.4588 3.2327
N2 7.4854 -2.1511 -2.3641
N3 -4.0277 -8.3955 -1.1185
N4 0.8277 5.2392 5.2913
N5 4.6739 4.8437 3.2997
N6 -10.1004 -2.6696 0.1313
N7 8.9997 6.6338 2.0037
N8 3.4958 4.1308 -1.2336
N9 -6.2994 -1.6627 -1.1745
C1 -6.0161 -2.9495 -1.5311
C2 -5.0241 -3.1698 -2.6396
C3 -9.7072 -3.9523 -0.4007
C4 -2.5109 2.4258 -3.2656
C5 10.2091 7.3129 2.4026
C6 3.8312 2.8274 -0.5425
C7 -12.0045 -2.3593 -1.3926
C8 1.2987 6.1189 6.2227
C9 -4.0823 -12.1565 1.9017
C10 -2.9314 -12.7675 4.0656
C11 2.4989 1.8987 -0.1896
C12 -5.1392 -9.2359 -0.7428
C13 -5.2293 -6.2718 -0.8175
C14 -5.7624 -0.4442 -1.7311
C15 3.6222 5.0811 2.4627
C16 7.8522 -3.2406 -3.2366
C17 -11.1373 -1.8747 -0.2636
C18 -2.7671 -12.1311 1.1730
C19 0.3554 6.5715 7.3028
C20 3.9756 4.0012 -4.3386
C21 -0.9185 2.7945 -2.9265
C22 5.8801 -1.1340 -3.9238
C23 6.5930 -1.1454 -2.5998
C24 8.0783 8.5260 0.7330
C25 -3.9836 -7.0326 -1.1795
C26 -0.4925 4.6642 5.1951
C27 5.4047 5.7927 4.1048
C28 4.7740 2.6066 -4.7811
C29 7.9745 7.1147 1.2416
C30 3.1315 6.4967 2.3339
C31 -0.4816 4.1631 -3.7178
H1 -2.1118 -11.3743 1.6118
H2 -0.9126 4.9403 4.2256
H3 -5.5085 -6.4836 0.2178
H4 1.4937 2.5205 -0.1741
H5 -1.9909 -12.7420 3.5120
H6 2.3979 1.0783 -1.0209
H7 2.2925 6.5291 1.6347
H8 -12.4818 -3.3035 -1.1179
H9 -3.1530 -8.8380 -1.3758
H10 -11.4042 -2.4838 -2.2974
H11 -5.3644 -9.8958 -1.5834
H12 8.8594 5.6777 2.3094
H13 11.0593 6.7414 2.0240
H14 -5.3879 -2.7112 -3.5626
H15 -4.8344 -9.8368 0.1167
H16 -4.0539 -2.7503 -2.3612
H17 6.6046 -1.0437 -4.7371
H18 -2.9367 -11.8761 0.1242
H19 4.7768 4.8628 -4.1663
H20 8.9276 -3.1821 -3.4180
H21 10.2585 8.3342 2.0202
H22 10.2432 7.3312 3.4940
H23 -6.9750 -1.5934 -0.4222
H24 8.1353 9.2224 1.5734
H25 3.3536 4.3299 -5.3012
H26 -0.3938 3.5779 5.2498
H27 7.9254 -2.0928 -1.4529
H28 5.2039 -0.2768 -3.9659
H29 -2.8963 -12.0362 4.8760
H30 -9.5619 -2.2780 0.8954
H31 -6.0292 -8.6586 -0.4854
H32 3.9300 7.1348 1.9466
H33 -5.0459 -0.6331 -2.5327
H34 -5.0419 -5.1996 -0.9131
H35 2.5889 1.3969 0.8857
H36 4.9480 3.8686 3.3346
H37 8.9578 8.6280 0.0920
H38 -4.9902 -12.4566 3.6548
H39 0.0220 5.7129 7.8913
H40 7.1905 8.7669 0.1434
H41 6.4535 5.7573 3.8020
H42 2.7874 6.8622 3.3048
H43 -5.2712 0.1079 -0.9269
H44 -4.9014 -4.2420 -2.8107
H45 -2.2963 -13.1165 1.2180
H46 4.5042 2.2033 -1.3034
H47 -3.0794 -13.7649 4.4852
H48 -9.7485 -4.6826 0.4103
H49 1.5190 4.9804 4.5968
H50 5.3198 5.4869 5.1498
H51 -6.5948 0.1468 -2.1191
H52 0.8710 7.2681 7.9682
H53 5.0282 6.8112 3.9924
H54 2.2533 2.3968 -2.9293
H55 -12.7856 -1.6223 -1.5940
H56 4.4509 3.1106 0.4354
H57 -10.3527 -4.2796 -1.2179
H58 7.6227 -4.1772 -2.7240
H59 -8.6793 -3.8693 -0.7601
H60 -0.5008 7.0860 6.8590
H61 -1.1559 5.0094 5.9903
H62 7.3206 -3.2079 -4.1894
H63 5.2896 -2.0468 -4.0378
H64 4.3057 4.7884 -1.2806
H65 -6.0425 -6.5430 -1.4956

***

2.
The following is a DFT calculation (ωB97M-V with the def2-TZVPD basis set) of 4 unconnected molecules or ions with the total composition C16H26F9N6O6.

Summary:
Energy above the lowest of the compared OMol25 structures with the same formula, charge and spin   59.1 kJ/mol
Orbital gap   9.393 eV
Energy   -62689.956 eV
HOMO energy   -12.35 eV
Total charge   +1

Cartesian coordinates (Å):
F1 3.9581 -7.7521 1.3755
F2 3.9899 -8.9242 3.1851
F3 -2.3134 -3.9276 3.4323
F4 -1.7570 -2.5133 4.9640
F5 -3.8341 -2.8788 4.5383
F6 -1.9832 3.7514 0.5510
F7 4.3855 -6.8096 3.2742
F8 -2.5553 2.3530 -0.9827
F9 -4.0672 3.4178 0.1123
O1 1.8611 -6.1916 2.6235
O2 -3.3818 5.7655 -1.0001
O3 -2.0881 -1.7029 1.8485
O4 -2.2848 4.5841 -2.5625
O5 -3.1921 -0.5274 3.4097
O6 1.3190 -8.3044 3.1585
N1 5.7746 2.5114 -3.7521
N2 3.7328 1.4542 -3.3038
N3 4.5263 -0.1847 -2.0372
N4 0.9370 0.6762 -2.8292
N5 5.6152 0.5497 -2.3802
N6 5.1876 3.5078 -4.5323
C1 3.6245 -7.7455 2.6800
C2 2.1288 -7.4761 2.8683
C3 0.4779 -5.8051 2.7215
C4 -2.6018 -1.6172 2.9271
C5 -4.2845 0.5169 1.4978
C6 -3.1913 0.6192 2.5406
C7 -4.4596 6.8423 -2.9011
C8 -2.8557 3.5454 -0.4536
C9 0.7672 1.7857 -1.8762
C10 -3.3674 6.9250 -1.8551
C11 3.4192 0.3348 -2.5924
C12 5.0988 1.5332 -3.1559
C13 -2.6303 -2.7400 3.9668
C14 1.9860 -0.2394 -2.4665
C15 -2.8037 4.6729 -1.4872
C16 0.0712 -5.5886 4.1636
H1 1.0084 0.9938 -3.7899
H2 4.4717 3.1171 -5.1399
H3 -0.1743 2.3025 -2.1633
H4 -4.1190 -0.3321 0.8332
H5 1.9394 -1.0873 -3.1940
H6 -5.2551 0.3653 1.9734
H7 0.7346 -4.8668 4.6447
H8 0.6861 1.3879 -0.8456
H9 -4.4932 7.7566 -3.4935
H10 0.3799 -4.8711 2.1679
H11 -3.3688 1.4871 3.1749
H12 0.1381 -6.5141 4.7366
H13 4.7881 4.1804 -3.8805
H14 -0.1609 -6.5399 2.2295
H15 6.5810 0.3883 -2.1214
H16 1.5809 2.5451 -1.9273
H17 -5.4311 6.6911 -2.4278
H18 -4.3235 1.4217 0.8952
H19 -2.2093 0.7498 2.0828
H20 -3.5399 7.7851 -1.2095
H21 -4.2971 6.0005 -3.5751
H22 4.5750 -1.0092 -1.4467
H23 -0.9506 -5.2217 4.2217
H24 -2.3838 7.0541 -2.3086
H25 1.8304 -0.7086 -1.4697
H26 6.7833 2.5065 -3.6374

***

Question: Look up the energy above the lowest of the compared OMol25 structures with the same formula, charge and spin of the first one.
Answer: 851.5 kJ/mol

***

Please write out number 2 again, unchanged.
The following is a DFT calculation (ωB97M-V with the def2-TZVPD basis set) of 4 unconnected molecules or ions with the total composition C16H26F9N6O6.

Summary:
Energy above the lowest of the compared OMol25 structures with the same formula, charge and spin   59.1 kJ/mol
Orbital gap   9.393 eV
Energy   -62689.956 eV
HOMO energy   -12.35 eV
Total charge   +1

Cartesian coordinates (Å):
F1 3.9581 -7.7521 1.3755
F2 3.9899 -8.9242 3.1851
F3 -2.3134 -3.9276 3.4323
F4 -1.7570 -2.5133 4.9640
F5 -3.8341 -2.8788 4.5383
F6 -1.9832 3.7514 0.5510
F7 4.3855 -6.8096 3.2742
F8 -2.5553 2.3530 -0.9827
F9 -4.0672 3.4178 0.1123
O1 1.8611 -6.1916 2.6235
O2 -3.3818 5.7655 -1.0001
O3 -2.0881 -1.7029 1.8485
O4 -2.2848 4.5841 -2.5625
O5 -3.1921 -0.5274 3.4097
O6 1.3190 -8.3044 3.1585
N1 5.7746 2.5114 -3.7521
N2 3.7328 1.4542 -3.3038
N3 4.5263 -0.1847 -2.0372
N4 0.9370 0.6762 -2.8292
N5 5.6152 0.5497 -2.3802
N6 5.1876 3.5078 -4.5323
C1 3.6245 -7.7455 2.6800
C2 2.1288 -7.4761 2.8683
C3 0.4779 -5.8051 2.7215
C4 -2.6018 -1.6172 2.9271
C5 -4.2845 0.5169 1.4978
C6 -3.1913 0.6192 2.5406
C7 -4.4596 6.8423 -2.9011
C8 -2.8557 3.5454 -0.4536
C9 0.7672 1.7857 -1.8762
C10 -3.3674 6.9250 -1.8551
C11 3.4192 0.3348 -2.5924
C12 5.0988 1.5332 -3.1559
C13 -2.6303 -2.7400 3.9668
C14 1.9860 -0.2394 -2.4665
C15 -2.8037 4.6729 -1.4872
C16 0.0712 -5.5886 4.1636
H1 1.0084 0.9938 -3.7899
H2 4.4717 3.1171 -5.1399
H3 -0.1743 2.3025 -2.1633
H4 -4.1190 -0.3321 0.8332
H5 1.9394 -1.0873 -3.1940
H6 -5.2551 0.3653 1.9734
H7 0.7346 -4.8668 4.6447
H8 0.6861 1.3879 -0.8456
H9 -4.4932 7.7566 -3.4935
H10 0.3799 -4.8711 2.1679
H11 -3.3688 1.4871 3.1749
H12 0.1381 -6.5141 4.7366
H13 4.7881 4.1804 -3.8805
H14 -0.1609 -6.5399 2.2295
H15 6.5810 0.3883 -2.1214
H16 1.5809 2.5451 -1.9273
H17 -5.4311 6.6911 -2.4278
H18 -4.3235 1.4217 0.8952
H19 -2.2093 0.7498 2.0828
H20 -3.5399 7.7851 -1.2095
H21 -4.2971 6.0005 -3.5751
H22 4.5750 -1.0092 -1.4467
H23 -0.9506 -5.2217 4.2217
H24 -2.3838 7.0541 -2.3086
H25 1.8304 -0.7086 -1.4697
H26 6.7833 2.5065 -3.6374

***

Question: The lowest HOMO energy belongs to which entry?
Answer: C16H26F9N6O6